# 1
This record from the OMol25 dataset describes a molecular structure, C5H5NO2. The level of theory is ωB97M-V with the def2-TZVPD basis set.

Structure (XYZ):
```
13
Properties=species:S:1:pos:R:3:forces:R:3
O 1.01392 2.39511 0.44661 -0.170 -1.018 -0.657
H 0.70347 -1.71004 1.43610 -0.358 -0.279 -0.789
H 1.18387 -1.72258 -0.35506 0.277 0.120 0.353
C 0.62804 -1.22738 0.44274 0.774 1.029 1.030
C -0.73336 -0.77975 -0.12028 -1.797 -0.279 0.376
H -1.68016 -1.82751 -1.58815 2.672 2.532 0.745
C -0.14642 2.01774 -0.16231 -1.060 0.906 0.003
C -0.36843 0.68072 0.02807 1.346 1.091 0.115
O -0.93110 -1.09056 -1.44070 -2.903 -3.122 -2.164
N 1.73360 1.22996 0.88045 -1.968 -0.674 -0.517
H -0.69476 2.86284 -0.67548 0.738 -1.214 0.875
H -1.55318 -1.11059 0.51598 -0.242 0.154 0.025
C 0.84452 0.28205 0.59202 2.690 0.754 0.604
```
Forces are in eV/Å.

As for the multiplicity: 1. The molar mass comes out at 111.100 g mol⁻¹. Its electronic energy is -398.61648 Eh. For the LUMO energy, the calculation gives 0.43 eV. The HOMO energy is -0.3554 Ha.

Here are the Löwdin charges for atoms 1 to 8, given in e: number 1, O, carries -0.07; number 2, H, carries 0.12; number 3, H, carries 0.12; number 4, C, carries 0.00; number 5, C, carries -0.37; number 6, H, carries 0.18; number 7, C, carries -0.04; number 8, C, carries -0.08


# 2
This record from the OMol25 dataset describes a single C5H5NO2 molecule. The level of theory is ωB97M-V with the def2-TZVPD basis set.

Structure (XYZ):
```
13
Properties=species:S:1:pos:R:3:forces:R:3
C -0.58734 -0.61575 1.71923 1.981 0.248 1.121
H -1.29551 1.31842 -0.40217 0.061 -0.138 -0.193
O -0.03371 -1.52197 -1.23034 -0.184 0.170 0.387
C 0.98356 -0.58080 1.42317 -2.290 -1.033 -0.790
C -0.05098 -0.39944 -0.80218 1.059 0.723 -0.707
C 1.11544 0.11855 0.11268 0.207 -0.267 -0.048
H -1.87600 0.23130 -1.71237 0.257 0.234 0.080
H 1.00368 1.18954 0.27720 0.098 0.081 -0.073
N -1.64036 -0.39744 2.11903 -0.432 -0.086 -0.193
H -0.47000 1.31562 -1.97948 -0.052 -0.138 0.161
H 2.08538 -0.12675 -0.32824 -0.134 0.148 -0.020
C -0.99288 0.68640 -1.24549 -0.639 -0.332 -0.010
O 1.75872 -1.21769 2.04896 0.066 0.390 0.285
```
Forces are in eV/Å.

As for the multiplicity: 1. The molar mass comes out at 111.100 g mol⁻¹. Its structure (SMILES) is CC(=O)CC(=O)C#N. Its electronic energy is -398.71621 Eh. For the LUMO energy, the calculation gives -0.40 eV. The HOMO energy is -0.3892 Ha.

Here are the Löwdin charges for atoms 1 to 8, given in e: number 1, C, carries -0.11; number 2, H, carries 0.08; number 3, O, carries 0.12; number 4, C, carries -0.36; number 5, C, carries -0.47; number 6, C, carries -0.05; number 7, H, carries 0.10; number 8, H, carries 0.13


# 3
This record from the OMol25 dataset describes 3 unconnected molecules or ions with the total composition C5H5NO2. The level of theory is ωB97M-V with the def2-TZVPD basis set.

Structure (XYZ):
```
13
Properties=species:S:1:pos:R:3:forces:R:3
H 0.49037 -2.16804 0.10181 0.446 3.452 -0.914
C 0.92264 -1.04530 -0.03981 4.434 -1.554 0.254
O 2.83882 0.01506 0.02310 -1.352 3.080 0.131
C 1.82601 0.99959 0.31262 1.468 0.657 -2.674
C -0.81172 0.57946 -0.03921 -2.636 1.478 -0.135
H 2.31931 1.99420 -0.09063 -1.703 -1.784 1.727
C -1.70847 -0.45061 0.22999 -1.473 1.093 2.152
H -1.20008 1.68119 -0.57760 0.951 -3.487 1.620
H -1.35888 -1.53670 1.18455 -1.485 3.633 -3.487
C 0.60499 0.37600 0.21884 0.385 -2.053 -0.663
O -3.15737 -0.24965 -0.01148 4.278 2.785 -3.004
N 2.26223 -1.10226 -0.26706 -2.777 -3.251 1.279
H -3.02785 0.90706 -1.04512 -0.536 -4.049 3.713
```
Forces are in eV/Å.

As for the multiplicity: 1. The molar mass comes out at 111.100 g mol⁻¹. Its electronic energy is -398.40650 Eh. For the LUMO energy, the calculation gives -1.27 eV. The HOMO energy is -0.3213 Ha.

Here are the Löwdin charges for atoms 1 to 8, given in e: number 1, H, carries 0.16; number 2, C, carries -0.11; number 3, O, carries -0.10; number 4, C, carries -0.02; number 5, C, carries -0.15; number 6, H, carries 0.17; number 7, C, carries -0.21; number 8, H, carries 0.17


# 4
This record from the OMol25 dataset describes 2 unconnected molecules or ions with the total composition C5H5NO2. The level of theory is ωB97M-V with the def2-TZVPD basis set.

Structure (XYZ):
```
13
Properties=species:S:1:pos:R:3:forces:R:3
N 2.12843 -0.42696 2.31416 0.030 -0.111 0.394
C 2.46453 0.06942 -1.06558 -0.044 -0.002 0.163
C 0.52463 1.38713 -0.17650 -0.043 0.049 -0.049
O -5.56303 -1.05264 0.57188 -0.858 1.522 0.209
C 1.93827 -0.03922 1.25247 0.232 -0.274 0.411
H -0.38767 0.90215 0.17019 -0.046 0.026 0.001
H 0.39405 1.69761 -1.21004 -0.022 0.023 -0.024
C -5.00746 -2.04365 0.43957 0.008 0.002 -0.005
H 3.29031 -0.60680 -0.92291 0.103 -0.101 0.088
H 0.68676 2.26846 0.44384 -0.040 0.036 0.007
O -4.44985 -3.03284 0.30456 0.851 -1.524 -0.204
H 2.29381 0.42752 -2.06698 -0.105 0.109 -0.131
C 1.68722 0.44983 -0.05466 -0.067 0.244 -0.861
```
Forces are in eV/Å.

As for the multiplicity: 1. The molar mass comes out at 111.100 g mol⁻¹. Its structure (SMILES) is C=C(C)C#N.O=C=O. Its electronic energy is -398.76374 Eh. For the LUMO energy, the calculation gives 0.34 eV. The HOMO energy is -0.3778 Ha.

Here are the Löwdin charges for atoms 1 to 8, given in e: number 1, N, carries 0.16; number 2, C, carries 0.08; number 3, C, carries -0.06; number 4, O, carries 0.22; number 5, C, carries -0.22; number 6, H, carries 0.09; number 7, H, carries 0.08; number 8, C, carries -0.44